Entry 1:
Density functional theory data (ωB97M-V/def2-TZVPD) for a 7-piece molecular cluster, C22H41N3O4 overall at a distorted geometry.

Calculated values
E in Eh: -1327.57529
Multiplicity: 2
Charge: +1
ΔE to the lowest compared entry with this formula, charge and spin in kcal per mole: 0.00
<S²>: 0.754
Orbital gap (spin up / spin down) in eV: 7.79 / 1.67

Each line ends with the Löwdin charge.
CARTESIAN COORDINATES (ANGSTROEM)
C  -1.01  1.14  4.54  -0.24
C  -2.34  -2.21  -4.43  -0.17
C  -3.65  -1.91  -3.70  -0.21
C  4.99  -0.42  2.28  -0.15
H  1.25  -2.40  2.10  0.10
H  -0.40  1.79  3.92  0.12
C  0.17  -3.79  0.89  -0.15
O  0.71  -4.74  -0.05  -0.12
H  -3.90  0.35  -5.88  0.12
H  3.46  -3.42  0.73  0.11
H  6.02  1.28  1.42  0.13
H  5.02  0.33  0.31  0.13
N  0.40  3.41  0.26  0.13
H  4.29  2.78  1.91  0.17
H  -0.40  1.12  5.45  0.12
H  -2.83  1.10  5.56  0.13
C  -0.39  4.15  -4.56  -0.28
O  -2.22  0.06  3.02  -0.14
H  -3.47  -1.83  -2.63  0.11
H  -0.55  -3.12  0.43  0.11
C  -3.68  -0.69  -5.63  -0.18
H  -1.62  -1.10  -6.24  0.12
O  3.41  1.21  3.00  0.15
H  3.61  -0.62  3.84  0.16
H  -1.50  -0.94  4.66  0.13
H  -1.42  5.24  -1.62  0.09
H  -1.65  5.76  0.06  0.10
H  1.63  -2.18  0.42  0.11
H  2.70  -4.77  -0.85  0.12
H  -2.39  -3.05  -5.12  0.11
H  -4.25  -1.35  -6.28  0.12
C  5.06  0.76  1.32  -0.10
H  -0.28  -0.48  3.32  0.10
C  -0.36  0.26  0.30  -0.08
H  -2.51  2.70  4.86  0.13
C  -2.23  -1.04  -5.34  -0.20
C  -1.55  4.89  -0.59  -0.06
H  5.95  -0.85  2.56  0.15
H  2.39  -5.87  0.47  0.12
H  -1.45  -2.20  -3.80  0.10
C  4.31  0.12  3.46  -0.07
C  2.12  -4.89  0.07  -0.19
H  -3.98  0.99  3.53  0.13
C  2.54  -3.86  1.10  -0.21
O  -4.27  -0.77  -4.30  -0.15
H  4.39  -1.23  1.86  0.12
C  -1.21  2.94  -4.63  -0.08
H  -1.23  2.54  -3.61  0.03
H  3.17  1.76  1.02  0.15
H  -2.80  2.04  2.72  0.12
C  -0.77  0.48  -1.12  -0.21
H  -0.59  -0.78  0.52  0.06
H  0.67  0.50  0.56  0.05
C  -1.15  -0.21  3.92  -0.18
N  -1.00  0.57  -2.26  0.16
C  -2.92  1.20  3.40  -0.23
H  4.88  0.56  4.27  0.18
C  -0.50  4.09  -0.10  -0.27
N  0.31  5.10  -4.54  0.11
H  -2.47  4.33  -0.44  0.10
C  1.41  -2.94  1.17  -0.24
H  -0.84  0.97  0.97  0.05
H  2.54  -4.24  2.12  0.12
H  -0.62  2.19  -5.16  0.08
H  -1.91  -0.15  -4.80  0.08
H  -2.16  3.08  -5.14  0.09
H  -4.34  -2.75  -3.79  0.11
C  3.95  1.76  1.78  -0.05
H  -0.18  -4.35  1.76  0.13
C  -2.35  1.63  4.73  -0.18



Entry 2:
Density functional theory data (ωB97M-V/def2-TZVPD) for one molecule with the formula C4H6N2 at a distorted geometry.

Calculated values
E in Eh: -265.36418
Multiplicity: 1
Charge: 0
ΔE to the lowest compared entry with this formula, charge and spin in kcal per mole: 107.55
SMILES: C#CCNN=C
Orbital gap in eV: 10.38

Each line ends with the Löwdin charge.
CARTESIAN COORDINATES (ANGSTROEM)
H  -3.37  -0.07  1.95  0.05
C  2.07  1.28  -0.21  -0.10
N  0.88  -0.60  -0.39  -0.09
H  1.36  -0.76  0.49  0.10
C  -0.58  -0.85  -0.54  -0.24
C  -1.49  -0.50  0.62  -0.14
H  2.90  0.59  0.28  0.10
H  2.42  2.37  -0.39  0.09
C  -2.44  -0.12  1.32  0.07
H  -0.86  -1.98  -0.91  0.15
H  -0.94  -0.20  -1.38  0.11
N  1.00  0.76  -0.63  -0.10



Entry 3:
Density functional theory data (ωB97M-V/def2-TZVPD) for one molecule with the formula C11H19NO at a distorted geometry.

Calculated values
E in Eh: -560.37106
Multiplicity: 1
Charge: 0
ΔE to the lowest compared entry with this formula, charge and spin in kcal per mole: 42.62
SMILES: C/[N+]([O-])=C1\C[C@H]2CC[C@]1(C)C2(C)C
Orbital gap (spin up / spin down) in eV: 8.46 / 8.46

Each line ends with the Löwdin charge.
CARTESIAN COORDINATES (ANGSTROEM)
C  -0.18  0.98  -0.54  -0.14
H  -2.01  2.27  -1.53  0.09
C  0.77  -0.97  -1.39  -0.06
C  -1.27  2.96  -1.05  -0.03
C  0.75  -2.03  1.26  -0.06
H  0.13  -2.86  1.53  0.10
C  -0.35  -0.07  2.17  -0.03
H  0.77  -0.32  -2.23  0.10
H  -1.93  0.17  -1.49  0.11
H  -1.31  -1.87  -1.98  0.12
H  1.60  -1.68  -1.54  0.12
H  -1.51  3.07  -0.02  0.07
C  0.80  -0.06  -0.11  -0.37
C  2.25  0.36  0.29  0.03
C  0.01  -0.85  0.95  -0.51
H  1.49  -2.35  0.56  0.08
H  2.40  0.23  1.35  0.08
H  -1.95  -1.68  0.54  0.15
H  2.30  1.45  -0.01  0.09
H  1.53  -1.93  2.03  0.10
H  -2.08  0.98  0.25  0.16
H  -0.22  1.13  2.16  0.14
C  -1.21  -1.11  0.01  -0.24
H  2.91  -0.21  -0.27  0.05
H  0.23  -0.33  3.01  0.06
C  -0.57  -1.82  -1.15  -0.12
C  -1.50  0.31  -0.53  -0.10
N  0.03  2.26  -1.10  -0.22
H  -0.34  -2.87  -0.90  0.11
H  -1.22  4.04  -1.45  0.13
H  -1.39  -0.15  2.59  0.10
O  1.09  2.96  -1.41  -0.12